Record 1
Computed, not measured: the molecule C5H10O2, with ωB97M-V/def2-TZVPD.

```
17
Properties=species:S:1:pos:R:3:forces:R:3:lowdin_charge:R:1
C -0.07910 -0.56622 -2.56682 0.01 -0.01 -0.02 -0.07
C -0.47025 0.21804 -1.33068 -0.08 0.14 -0.24 -0.28
O 0.10947 -0.41728 -0.20830 0.02 -0.09 0.02 -0.14
C -0.06470 0.27452 1.00737 -0.06 0.05 0.15 -0.38
C -0.30525 -0.72595 2.12637 0.00 -0.04 0.08 -0.02
C 1.17267 1.11891 1.29080 0.01 0.23 0.38 -0.20
O 1.37292 1.68100 2.33988 -0.07 -0.24 -0.51 0.06
H -0.38913 -1.61043 -2.46190 0.03 0.15 -0.03 0.08
H -0.55318 -0.14737 -3.46033 0.05 -0.04 0.15 0.08
H 1.00588 -0.54147 -2.70543 -0.14 -0.02 0.02 0.08
H -0.12427 1.26200 -1.40824 -0.01 -0.14 0.01 0.12
H -1.56594 0.24671 -1.21313 0.15 -0.01 -0.01 0.12
H -0.92457 0.96266 0.94334 0.13 -0.07 0.00 0.16
H -0.32821 -0.20963 3.08901 0.00 -0.07 -0.12 0.09
H -1.25329 -1.24542 1.96706 0.12 0.07 0.02 0.09
H 0.49834 -1.46814 2.14124 -0.08 0.10 0.00 0.09
H 1.89861 1.16807 0.44975 -0.05 0.01 0.09 0.14
```
Forces are in eV/Å.

Calculated values
Maximum force in eV/Å: 0.566
2S+1: 1
LUMO level in eV: 0.941
Energy relative to the best compared isomer or geometry (same formula, charge and spin) in kJ/mol: 159.8
HOMO energy in Eh: -0.3527
E_tot in hartree: -346.9646
SMILES string: CCO[C@@H](C)C=O
Total charge: 0
Gap between HOMO and LUMO in Eh: 0.3873

---

Record 2
Computed, not measured: a structure of composition C5H10O2, with ωB97M-V/def2-TZVPD.

```
17
Properties=species:S:1:pos:R:3:forces:R:3:lowdin_charge:R:1
O -0.00319 -0.43968 -3.23419 0.22 -0.18 0.17 -0.06
C -0.86532 -0.41428 -2.09610 -0.22 0.07 0.39 -0.23
C -0.18074 0.01361 -0.82783 -0.11 0.20 -0.26 -0.13
C -0.67063 0.74402 1.63378 -0.02 0.34 0.23 -0.10
C 0.86963 0.68445 1.58482 0.01 -0.06 -0.10 -0.23
C 0.85947 -0.74858 1.08465 0.09 0.15 0.19 -0.22
O 0.55475 -0.92019 -0.24474 0.06 -0.10 -0.07 -0.08
H 0.71568 -1.05236 -3.02753 -0.11 0.13 -0.13 0.08
H -1.34790 -1.39162 -1.93920 0.15 0.17 -0.06 0.12
H -1.64680 0.31460 -2.33867 0.15 -0.15 0.09 0.12
H 0.13416 1.05071 -0.73802 -0.05 -0.14 0.09 0.12
H -1.05414 0.63739 2.65655 0.13 -0.07 -0.31 0.06
H -1.20575 1.53779 1.11519 0.07 -0.17 0.01 0.05
H 1.34141 0.76427 2.57282 -0.13 -0.09 -0.22 0.11
H 1.36377 1.41431 0.92962 -0.11 -0.18 0.09 0.10
H -0.44768 -0.69477 1.45823 0.03 -0.04 -0.02 0.15
H 1.58329 -1.49967 1.41063 -0.17 0.13 -0.07 0.13
```
Forces are in eV/Å.

Calculated values
Maximum force in eV/Å: 0.453
2S+1: 1
LUMO level (alpha / beta) in eV: 0.200 / 0.472
Energy relative to the best compared isomer or geometry (same formula, charge and spin) in kJ/mol: 652.5
HOMO energy (alpha / beta) in Eh: -0.2805 / -0.2794
E_tot in hartree: -346.7769
Total charge: 0
Gap between HOMO and LUMO (alpha / beta) in Eh: 0.2878 / 0.2968

---

Record 3
Computed, not measured: the molecule C5H10O2, with ωB97M-V/def2-TZVPD.

```
17
Properties=species:S:1:pos:R:3:forces:R:3:lowdin_charge:R:1
C -0.92766 0.69709 2.05288 -0.01 0.07 0.25 -0.11
O -1.34518 0.11673 0.83711 0.04 -0.11 -0.01 -0.20
C -0.79710 0.74371 -0.29759 0.09 0.10 -0.23 -0.20
C 0.64400 0.32681 -0.59580 -0.01 0.27 -0.08 -0.20
C 1.19730 -0.94142 0.00307 -0.01 -0.11 0.16 -0.05
C 0.94156 -0.87598 -1.45928 0.27 0.13 0.06 -0.34
O -0.11481 -1.65594 -1.92879 -0.10 -0.04 -0.09 0.00
H 0.08321 1.13488 2.00377 -0.25 -0.17 -0.10 0.09
H -0.92178 -0.08482 2.81749 -0.03 0.11 -0.08 0.09
H -1.64507 1.47474 2.34839 0.19 0.01 0.04 0.09
H -1.46949 0.48896 -1.12738 0.17 0.00 0.13 0.12
H -0.83469 1.83853 -0.18042 0.02 -0.17 -0.04 0.12
H 1.34717 1.14415 -0.71801 -0.07 -0.01 0.05 0.13
H 2.21666 -0.96722 0.38234 -0.23 0.03 -0.13 0.11
H 0.46191 -1.51692 0.55299 0.12 -0.02 0.03 0.12
H 1.81663 -0.80749 -2.11122 -0.32 -0.05 0.02 0.14
H -0.65383 -1.13894 -2.53931 0.14 -0.03 0.03 0.10
```
Forces are in eV/Å.

Calculated values
Maximum force in eV/Å: 0.323
2S+1: 1
LUMO level in eV: 0.939
Energy relative to the best compared isomer or geometry (same formula, charge and spin) in kJ/mol: 263.8
HOMO energy in Eh: -0.3567
E_tot in hartree: -346.9250
SMILES string: COC[C@H]1C[C@H]1O
Total charge: 0
Gap between HOMO and LUMO in Eh: 0.3912

---

Record 4
Computed, not measured: a structure of composition C5H10O2 at a distorted geometry, with ωB97M-V/def2-TZVPD.

```
17
Properties=species:S:1:pos:R:3:forces:R:3:lowdin_charge:R:1
C 1.70267 0.73538 -1.48636 -0.58 -0.36 -0.66 -0.21
C 0.27336 -1.26964 -0.01889 -0.64 0.43 1.12 -0.29
C -0.42998 0.74457 1.47266 0.27 0.20 0.55 -0.04
C -0.87764 -0.34126 0.53737 0.68 0.43 -0.97 -0.37
C -2.13215 -0.42807 0.02779 -0.01 0.00 -0.07 0.06
O 2.19645 0.49794 -0.23807 0.47 0.76 0.17 -0.13
O 1.46670 -1.10737 0.37282 -0.80 -0.84 0.09 -0.03
H 2.35502 0.36998 -2.29459 0.02 0.16 0.06 0.08
H 1.47550 1.80675 -1.62024 0.13 -0.15 0.06 0.09
H 0.72273 0.21678 -1.62907 0.28 0.31 0.04 0.08
H -0.01460 -1.88464 -0.87702 -0.03 -0.02 0.17 0.14
H -0.52759 -1.57047 0.97432 0.65 -0.33 -0.40 0.22
H -1.01289 1.65401 1.32743 -0.26 -0.20 0.01 0.09
H -0.52197 0.42868 2.51382 -0.18 0.04 0.01 0.09
H 0.61502 1.03310 1.35404 -0.04 -0.35 -0.33 0.07
H -2.87460 0.32401 0.24803 0.00 -0.02 0.15 0.07
H -2.41600 -1.20975 -0.66404 0.05 -0.07 0.00 0.07
```
Forces are in eV/Å.

Calculated values
Maximum force in eV/Å: 1.363
2S+1: 1
LUMO level (alpha / beta) in eV: -0.835 / -0.330
Energy relative to the best compared isomer or geometry (same formula, charge and spin) in kJ/mol: 737.4
HOMO energy (alpha / beta) in Eh: -0.3281 / -0.3028
E_tot in hartree: -346.7446
Total charge: 0
Gap between HOMO and LUMO (alpha / beta) in Eh: 0.2975 / 0.2907